DFT (wB97M-V/def2-TZVPD) results for a molecular structure, C23H43N2OsS.

Geometry as XYZ:
```
70
Properties=species:S:1:pos:R:3:forces:R:3:mulliken_spin:R:1
Os 0.081661 0.192354 0.510143 -0.19 0.14 -0.47 3.1320
C -0.840515 -2.396927 -0.664108 -0.30 -0.05 0.10 0.0442
C -2.173267 -1.731227 -0.354938 0.23 -0.19 -0.14 -0.0007
N -1.971080 -0.531537 0.517574 0.15 -0.07 0.38 0.0036
C -2.985895 0.529522 0.262228 -0.19 0.29 -0.18 0.0422
C -2.863965 1.150870 -1.130905 0.17 -0.04 0.03 -0.0068
S -1.144740 1.375300 -1.714154 -0.01 -0.06 0.19 0.2201
C -0.898765 -0.036781 -2.856941 0.03 0.07 0.17 0.0043
C 0.245583 -0.946603 -2.435041 -0.12 0.26 -0.28 0.0230
N 0.210907 -1.391776 -1.010964 0.15 0.13 0.38 -0.0140
H -0.963413 -3.117989 -1.474885 0.06 0.00 -0.01 0.0042
H -0.492846 -2.948476 0.211960 0.09 0.03 -0.02 -0.0006
H -2.828754 -2.449499 0.137879 -0.03 0.04 0.02 0.0000
H -2.676959 -1.419043 -1.263483 -0.01 0.08 0.01 -0.0015
H -2.109617 -0.832421 1.485539 -0.14 -0.03 -0.02 -0.0023
H -2.869721 1.297634 1.025214 0.05 -0.08 -0.01 -0.0241
H -3.991034 0.113314 0.367320 0.03 -0.05 0.06 0.0027
H -3.300231 2.148841 -1.111821 -0.04 -0.01 -0.02 0.0032
H -3.392539 0.590418 -1.899758 -0.01 0.00 -0.01 0.0022
H -0.651029 0.395646 -3.826028 0.00 -0.01 -0.01 0.0016
H -1.845345 -0.557955 -2.975001 0.00 -0.01 0.01 0.0018
H 1.190774 -0.423148 -2.583564 0.04 -0.05 0.06 -0.0034
H 0.242683 -1.825482 -3.084548 0.08 -0.05 0.06 0.0002
H 1.105320 -1.862989 -0.872086 0.04 0.03 0.06 0.0036
C 2.206395 0.791906 0.556833 0.25 -0.06 0.17 -0.2684
C 1.455901 1.873251 1.147167 -0.01 -0.09 -0.18 0.1468
C 1.028798 1.368402 2.480293 -0.02 -0.37 -0.08 0.2350
C 1.770470 0.161899 2.713064 0.12 0.13 0.01 0.2265
C 2.548453 -0.173252 1.595396 0.20 0.17 0.08 0.1810
C 3.519451 -1.291189 1.509524 -0.11 -0.38 -0.07 0.0499
C 4.544327 -1.144255 2.658340 -0.01 0.13 0.00 0.0448
C 4.241570 -1.327194 0.163265 0.03 0.09 0.08 -0.0002
C 2.728101 -2.610638 1.728792 0.05 0.24 0.02 0.0729
C 0.144051 1.933523 3.580334 -0.34 -0.03 0.19 -0.1650
C 0.631811 3.307398 4.078293 0.00 0.03 -0.12 0.0116
C -1.312198 2.013382 3.083732 0.17 0.07 0.03 0.1204
C 0.153064 0.997678 4.803310 -0.02 -0.01 -0.10 0.0069
C 1.490469 3.262225 0.509683 -0.25 0.19 -0.41 -0.0679
C 0.146374 4.008916 0.574717 0.20 -0.08 0.09 0.0398
C 2.598939 4.091478 1.186723 0.04 -0.12 0.17 0.0191
C 1.901002 3.132898 -0.973376 -0.01 -0.02 0.15 0.0069
H 2.808348 0.899078 -0.333451 -0.17 -0.05 -0.08 -0.0107
H 1.766963 -0.385356 3.642942 -0.06 -0.02 -0.06 -0.0151
H 5.078313 -0.195703 2.592559 0.02 -0.02 0.00 -0.0022
H 5.272493 -1.949747 2.569442 0.00 -0.01 0.01 0.0066
H 4.078120 -1.217683 3.641039 -0.01 -0.01 -0.01 0.0001
H 4.889537 -0.457349 0.038615 -0.04 0.00 -0.05 -0.0004
H 3.547025 -1.369434 -0.682261 0.00 -0.03 -0.02 0.0008
H 4.877844 -2.209081 0.112200 -0.01 -0.01 -0.02 -0.0009
H 2.218070 -2.620714 2.692742 -0.01 -0.04 -0.02 -0.0002
H 3.429861 -3.443526 1.710391 -0.02 -0.03 -0.04 0.0046
H 1.991862 -2.769420 0.932404 0.01 -0.08 0.01 -0.0226
H 0.436268 4.109409 3.375018 0.14 0.03 -0.04 -0.0002
H 1.691791 3.280997 4.331620 0.01 0.06 -0.02 0.0002
H 0.084813 3.557205 4.987090 -0.01 -0.08 0.03 0.0018
H -1.411752 2.584608 2.160781 0.01 0.05 -0.02 -0.0160
H -1.924235 2.501599 3.842647 -0.04 -0.01 -0.01 0.0112
H -1.716121 1.002677 2.948490 -0.01 0.01 0.03 -0.0330
H 1.137086 0.955690 5.272713 -0.02 -0.04 0.01 -0.0013
H -0.181103 -0.014347 4.557096 0.03 0.00 0.03 0.0029
H -0.538418 1.384955 5.549152 -0.01 0.04 -0.01 -0.0007
H -0.108312 4.323662 1.582191 -0.08 -0.05 -0.02 0.0114
H -0.666806 3.401869 0.168277 -0.04 0.05 -0.01 -0.0202
H 0.214404 4.913694 -0.027353 0.01 -0.01 -0.02 -0.0013
H 2.401895 4.302109 2.231118 -0.10 0.00 0.16 -0.0019
H 2.671978 5.047583 0.668970 0.02 -0.01 -0.04 0.0012
H 3.567941 3.593997 1.118176 0.00 0.01 -0.05 -0.0001
H 1.277638 2.417359 -1.514136 0.09 0.05 -0.06 -0.0107
H 2.951398 2.857493 -1.075846 -0.04 -0.04 -0.05 0.0009
H 1.786474 4.100151 -1.458090 -0.03 0.02 0.01 0.0002
```
Positions in Å, forces in eV/Å.

Its expectation value of S² is 6.0323. Its charge is +3. As for the multiplicity: 5. The calculation puts the gap between HOMO and LUMO (alpha / beta) at 6.78 / 6.41 eV.



DFT (wB97M-V/def2-TZVPD) results for a molecular structure, C35H29BrF4NNaO2PS2.

Geometry as XYZ:
```
76
Properties=species:S:1:pos:R:3:forces:R:3:lowdin_charge:R:1
Na -1.453064 0.538400 0.172247 -0.35 -0.23 0.26 0.0226
O -0.273485 2.214490 0.736264 0.16 0.08 0.29 -0.5608
S 0.029081 3.589990 0.230842 -0.15 0.33 -0.30 1.0328
C -0.231507 3.485871 -1.569042 0.18 -0.01 0.10 -0.3083
C 0.903432 2.654450 -2.160530 -0.09 -0.05 0.01 -0.2392
C 0.753879 2.355659 -3.654211 -0.03 0.03 0.04 -0.2088
C -0.496091 1.592029 -4.083873 0.03 -0.04 0.14 -0.3064
S -0.797549 -0.033435 -3.314072 0.23 0.08 -0.26 1.0275
O -1.068475 0.225390 -1.862042 0.11 -0.07 -0.32 -0.5881
C 0.867938 -0.688309 -3.428618 -0.06 0.00 0.01 -0.3939
C 1.326402 -1.103678 -4.671691 -0.07 -0.01 -0.07 -0.0839
C 2.612390 -1.608429 -4.784522 0.00 0.02 0.02 -0.0611
C 3.421134 -1.704378 -3.658397 -0.01 0.01 0.04 -0.0570
C 2.943927 -1.305085 -2.416840 0.04 -0.02 -0.07 -0.0457
C 1.658639 -0.796545 -2.297440 -0.10 0.04 0.09 -0.0735
C -1.397619 4.603446 0.631652 0.12 0.05 0.00 -0.3788
C -2.371035 4.094368 1.471953 0.04 -0.13 -0.01 -0.0874
C -3.443353 4.899227 1.832158 -0.02 0.06 -0.01 -0.0668
C -3.527531 6.200893 1.359421 0.00 -0.03 0.02 -0.0676
C -2.532240 6.710449 0.533239 0.01 -0.03 0.00 -0.0650
C -1.455860 5.915231 0.175251 0.03 0.01 -0.03 -0.0843
H -0.243999 4.502784 -1.966334 -0.02 0.01 0.03 0.1002
H -1.213802 3.028824 -1.705068 0.00 -0.01 0.03 0.0901
H 0.978769 1.720964 -1.601739 0.00 0.04 -0.03 0.0791
H 1.847370 3.186480 -2.018512 -0.01 0.00 0.02 0.1243
H 1.635540 1.801035 -3.981090 -0.01 0.01 -0.01 0.1132
H 0.758828 3.297315 -4.211465 -0.01 -0.02 -0.03 0.1242
H -0.470797 1.394874 -5.157980 -0.01 -0.03 0.01 0.0958
H -1.419421 2.141081 -3.881133 0.01 -0.03 0.00 0.0918
H 0.684322 -1.040345 -5.544518 0.03 -0.01 0.02 0.1162
H 2.980835 -1.932509 -5.748697 -0.01 0.00 0.01 0.1127
H 4.424311 -2.099896 -3.749280 -0.01 0.00 0.00 0.1117
H 3.566705 -1.387485 -1.535706 0.00 -0.01 0.00 0.1007
H 1.272389 -0.488705 -1.332569 0.00 -0.03 0.00 0.0953
H -2.279088 3.081823 1.845230 -0.01 0.04 -0.01 0.1002
H -4.205505 4.509958 2.494615 0.00 0.01 0.00 0.1116
H -4.359691 6.829244 1.648790 0.01 -0.01 0.00 0.1103
H -2.588156 7.731171 0.179330 0.00 -0.01 0.00 0.1122
H -0.664151 6.321121 -0.444851 -0.02 0.00 0.01 0.1127
F -2.147078 -2.604032 6.920401 0.05 0.01 -0.09 0.1536
C -1.660453 -2.429396 5.699678 -0.01 -0.04 0.13 -0.1292
C -0.362779 -2.797521 5.404038 0.08 -0.05 0.12 -0.1291
F 0.403484 -3.343261 6.341244 -0.07 0.04 -0.05 0.1477
C 0.130613 -2.611872 4.123371 0.02 -0.01 -0.10 -0.2056
F 1.375115 -3.046529 3.902769 -0.03 0.06 -0.01 0.1065
C -0.625159 -2.040744 3.106504 0.01 -0.06 -0.01 -0.2895
P -0.003723 -1.695755 1.402654 0.04 -0.01 0.13 1.1053
C 1.790380 -1.471681 1.630382 0.01 -0.02 -0.07 -0.3793
C 2.749194 -2.365608 1.161347 -0.01 0.03 0.04 -0.0946
C 4.099025 -2.088386 1.332747 0.00 0.01 -0.01 -0.0795
C 4.498223 -0.920612 1.968068 0.00 -0.01 -0.02 -0.0733
C 3.545655 -0.016926 2.419466 -0.04 0.02 0.00 -0.0686
C 2.196761 -0.283444 2.237371 0.03 -0.01 0.00 -0.0969
C -0.207067 -3.301895 0.581027 -0.02 0.03 -0.12 -0.3670
C 0.123987 -4.534395 1.145117 -0.06 0.01 -0.01 -0.0793
C -0.062749 -5.698600 0.417401 0.03 -0.04 0.07 -0.0640
C -0.572979 -5.645017 -0.873895 -0.01 0.01 -0.06 -0.0687
C -0.907911 -4.425614 -1.441593 0.02 0.04 0.05 -0.0661
C -0.730127 -3.257186 -0.711198 0.01 0.01 -0.01 -0.0958
C -1.942717 -1.700906 3.431009 0.03 0.03 0.07 -0.5603
Br -3.143338 -0.988935 2.152690 -0.07 -0.01 0.05 0.8940
C -2.453283 -1.890161 4.702663 -0.10 0.07 -0.13 -0.2620
F -3.708036 -1.557862 4.996841 0.05 -0.02 0.02 0.0884
H 2.446161 -3.283078 0.673495 0.00 -0.01 0.00 0.1038
H 4.841369 -2.793236 0.979009 -0.02 0.01 0.00 0.1097
H 5.551116 -0.711495 2.106846 -0.01 -0.01 0.00 0.1078
H 3.854249 0.899542 2.906165 -0.01 -0.01 -0.01 0.1084
H 1.452629 0.435562 2.566084 0.03 0.01 0.00 0.1042
H 0.527281 -4.586559 2.149372 0.00 0.00 -0.03 0.1064
H 0.189496 -6.654891 0.858207 0.00 0.03 -0.01 0.1109
H -0.713675 -6.559056 -1.436593 0.00 0.01 0.02 0.1095
H -1.313410 -4.383457 -2.444256 0.00 0.00 0.01 0.1080
H -1.002105 -2.294845 -1.137797 0.02 -0.10 0.00 0.0757
N -4.840060 2.096378 -0.617578 0.04 -0.05 0.01 0.1348
C -3.842390 1.566031 -0.364807 -0.02 0.04 0.03 0.0287
H -5.709168 2.547673 -0.819020 0.00 0.00 -0.01 0.0965
```
Positions in Å, forces in eV/Å.

Its charge is +1. The calculation puts the gap between HOMO and LUMO at 8.95 eV.



DFT (wB97M-V/def2-TZVPD) results for a single C7H9N molecule.

Geometry as XYZ:
```
17
Properties=species:S:1:pos:R:3:forces:R:3:nbo_charge:R:1
C -2.154368 0.744681 -0.062037 0.24 -0.34 0.31 -0.2575
C -2.123972 -0.766800 -0.122682 0.08 1.19 0.17 -0.2778
C 0.214179 -0.029993 0.258820 -1.24 1.70 1.11 -0.1253
C 1.116587 -1.184225 0.045313 -3.97 -1.09 -0.02 -0.2060
C 2.301330 -0.769701 -0.216567 3.75 1.40 -0.40 -0.2050
C 2.365226 0.761630 -0.217879 -1.10 -1.78 0.01 -0.2210
C 1.104440 1.160880 0.026103 1.31 0.91 0.11 -0.1794
H -2.769620 1.344844 -0.739801 0.45 -0.34 0.01 0.2062
H -2.081202 1.170624 0.946905 0.08 -0.13 -0.32 0.1847
H -2.043659 -1.193996 0.899586 -0.07 -0.20 -1.00 0.1926
H -2.699207 -1.251640 -0.919981 0.32 -0.10 0.63 0.2135
H -0.109844 -0.059037 1.358173 0.36 0.17 -0.89 0.1903
H 0.591382 -2.141517 0.043069 0.96 -0.10 0.06 0.2207
H 3.156764 -1.417018 -0.351982 0.12 0.10 -0.18 0.2109
H 3.246473 1.356287 -0.433978 -0.21 -0.10 0.12 0.2193
H 0.866052 2.227892 0.077469 -0.47 -0.57 0.05 0.2164
N -0.980553 0.047093 -0.590539 -0.61 -0.74 0.22 -0.3826
```
Positions in Å, forces in eV/Å.

As for the SMILES: C1=CC(N2CC2)C=C1. The calculation puts the gap between HOMO and LUMO at 10.00 eV.



Number 1: E -40801.7448 eV, maximum force 0.0102 hartree/bohr. Number 2: E -158633.2556 eV, maximum force 0.0097 hartree/bohr. Number 3: E -8892.1328 eV, maximum force 0.0800 hartree/bohr.